C6H11NS in the gas phase in a non-equilibrium geometry. Source: the OMol25 dataset; level of theory: wB97M-V/def2-TZVPD.

Properties
**SMILES**: C[C@H]1[C@H]2CS[C@@H]1[C@@H]2N
**Orbital gap**: 9.020 eV
**LUMO level**: 0.85 eV

Cartesian coordinates (Å):
C (2.100, -0.146, -0.278)
C (0.759, -0.714, -0.270)
C (-0.196, -0.409, 0.892)
C (0.210, 1.035, 1.241)
S (0.072, 1.723, -0.552)
C (-0.172, 0.001, -1.135)
C (-1.355, -0.558, -0.178)
N (-2.539, 0.175, -0.061)
H (2.323, 0.768, 0.269)
H (2.387, -0.170, -1.457)
H (2.717, -0.917, 0.335)
H (0.898, -1.924, -0.486)
H (-0.357, -1.006, 1.650)
H (1.278, 0.928, 1.423)
H (-0.354, 1.608, 2.028)
H (-0.426, -0.118, -2.184)
H (-1.542, -1.529, -0.733)
H (-3.363, 0.036, -0.529)
H (-2.440, 1.217, 0.024)

***

2 unconnected molecules or ions with the total composition C6H11NS in a non-equilibrium geometry. Source: the OMol25 dataset; level of theory: wB97M-V/def2-TZVPD.

Properties
**Orbital gap (spin up / spin down)**: 6.505 / 6.506 eV
**LUMO level (spin up / spin down)**: -0.74 / -0.74 eV

Cartesian coordinates (Å):
C (1.157, 1.523, 1.033)
C (-1.756, -1.953, 0.749)
C (0.148, 0.663, 1.136)
C (1.415, -1.330, 0.111)
C (-0.649, 1.628, -1.981)
C (0.177, -0.747, 0.723)
N (-0.660, -1.585, 1.192)
S (-1.305, -0.070, -1.706)
H (0.884, 2.507, 1.314)
H (2.137, 1.294, 0.757)
H (-2.405, -2.637, 1.239)
H (-2.271, -1.405, -0.081)
H (-0.537, 0.865, 1.900)
H (1.206, -1.395, -0.940)
H (1.667, -2.339, 0.322)
H (2.274, -0.836, 0.347)
H (-1.354, 2.256, -1.566)
H (-0.461, 1.830, -2.992)
H (0.334, 1.730, -1.556)

***

A molecular structure, C6H11NS in a non-equilibrium geometry. Source: the OMol25 dataset; level of theory: wB97M-V/def2-TZVPD.

Properties
**Orbital gap**: 9.318 eV
**LUMO level**: 0.71 eV

Cartesian coordinates (Å):
C (-0.227, -0.341, -2.415)
C (0.528, -0.335, -1.105)
C (0.057, 0.709, 0.084)
C (-1.324, 0.797, 0.493)
C (0.279, -1.231, 0.167)
C (0.752, -0.053, 1.039)
H (-1.335, -0.894, -2.233)
H (0.373, -0.895, -3.470)
H (-0.547, 0.987, -2.517)
H (1.675, -0.079, -1.014)
H (0.597, 1.743, -0.354)
H (-1.908, 1.587, -0.165)
H (-1.335, 1.305, 1.461)
H (0.706, -2.234, 0.295)
H (1.727, 0.044, 0.710)
H (1.385, 0.147, 3.243)
H (-0.275, -0.444, 2.911)
N (0.456, 0.179, 2.408)
S (-1.582, -0.992, 0.463)

***

A molecular structure, C6H11NS in a non-equilibrium geometry. Source: the OMol25 dataset; level of theory: wB97M-V/def2-TZVPD.

Properties
**Orbital gap**: 8.946 eV
**LUMO level**: 0.83 eV

Cartesian coordinates (Å):
C (-1.373, 1.027, -1.041)
C (-1.041, 0.106, -0.041)
C (0.266, 0.188, 0.711)
C (0.999, -0.218, 2.073)
C (1.201, -1.700, -0.319)
C (-0.154, -1.159, 0.086)
H (-0.292, 1.827, -2.563)
H (-0.254, 2.788, -1.184)
H (-2.085, 1.709, -0.646)
H (-1.993, 0.473, -1.811)
H (-1.917, -0.172, 0.436)
H (1.068, 0.831, 0.388)
H (1.482, 0.451, 2.882)
H (0.321, -0.800, 2.586)
H (1.450, -1.422, -1.481)
H (1.159, -2.854, -0.339)
H (-0.889, -1.683, 0.770)
N (-0.222, 1.712, -1.580)
S (2.275, -1.103, 1.072)

***

A gas-phase ion, C6H11O (charge +1) in a non-equilibrium geometry. Source: the OMol25 dataset; level of theory: wB97M-V/def2-TZVPD.

Properties
**Orbital gap**: 12.099 eV
**Charge**: +1
**LUMO level**: -3.01 eV

Cartesian coordinates (Å):
C (1.199, -2.192, 1.134)
C (0.395, -1.470, 0.373)
C (-1.270, 0.551, -0.796)
C (-0.753, 1.624, 0.149)
C (0.111, 0.130, -1.330)
C (0.508, 0.981, 0.748)
O (0.811, -0.235, -0.133)
H (0.936, -3.243, 1.284)
H (2.150, -1.728, 1.466)
H (-0.499, -1.911, -0.048)
H (-1.832, -0.358, -0.391)
H (-1.817, 0.982, -1.711)
H (-0.502, 2.442, -0.582)
H (-1.501, 1.951, 0.860)
H (0.211, -0.784, -2.015)
H (0.484, 1.081, -1.763)
H (1.259, 1.653, 1.054)
H (0.109, 0.525, 1.702)

***

2 unconnected molecules or ions with the total composition C6H11O2S. Source: the OMol25 dataset; level of theory: wB97M-V/def2-TZVPD.

Properties
**Orbital gap**: 6.404 eV
**Charge**: -1
**LUMO level**: 2.60 eV

Cartesian coordinates (Å):
S (0.145, -4.326, 0.330)
C (1.063, -2.879, -0.308)
C (-1.473, -3.719, -0.268)
C (0.114, -2.165, -1.267)
C (-1.267, -2.249, -0.625)
H (1.350, -2.222, 0.534)
H (1.993, -3.225, -0.798)
H (-1.784, -4.305, -1.154)
H (-2.233, -3.871, 0.521)
H (0.436, -1.122, -1.449)
H (0.103, -2.689, -2.242)
H (-2.070, -1.881, -1.292)
H (-1.287, -1.635, 0.296)
O (1.038, 3.439, 1.564)
O (1.295, 4.435, -0.465)
C (0.979, 4.405, 0.756)
C (0.483, 5.751, 1.354)
H (1.355, 6.308, 1.738)
H (-0.018, 6.367, 0.588)
H (-0.220, 5.582, 2.186)

***

Record order is preserved below.
Molar mass: 129.23; 129.23; 129.23; 129.23; 99.15; 147.22 g/mol